Entry 1:
DFT (ωB97M-V/def2-TZVPD) results for a cluster of 2 separate species, C5H13NO in total at a distorted geometry.

Geometry (Å):
C  2.3764  0.6057  0.3094
C  1.7723  -0.7131  -0.2284
C  0.2794  -0.7213  -0.0976
C  -0.4712  -1.0346  -1.1767
N  -1.8596  -1.1591  -1.2185
C  -2.6035  -0.7861  -0.0399
H  3.4382  0.7112  0.1098
H  2.1971  0.5560  1.3877
H  1.8163  1.4743  -0.0372
H  2.1980  -0.8613  -1.2214
H  2.1210  -1.4828  0.4719
H  -0.1325  -0.3178  0.8158
H  0.1241  -1.2153  -2.0634
H  -2.1615  -0.6292  -2.0287
H  -2.6230  -1.5651  0.7156
H  -2.1915  0.1051  0.4599
H  -3.6069  -0.4574  -0.2977
H  -0.2159  2.3200  0.6621
H  -0.0756  3.0219  1.8890
O  -0.3816  2.1488  1.5884

Cartesian forces, eV/Å:
-0.8 -0.5 0.7
0.6 0.7 1.1
-0.3 0.2 -1.8
1.0 0.3 1.9
0.1 0.4 -1.0
0.1 1.1 0.5
0.1 0.0 0.0
0.3 0.4 0.0
0.2 0.0 -0.3
-0.6 -0.5 -0.1
0.4 -0.2 -0.5
-0.1 -0.4 0.3
-0.6 -0.3 -0.4
-0.4 -0.4 0.0
-0.1 -0.3 -0.1
0.2 -0.1 0.0
-0.2 -0.5 -0.2
-0.2 -0.7 -0.8
-0.2 -0.4 0.7
0.3 1.1 0.1

HOMO   -7.88 eV
LUMO energy   0.768 eV
Total charge   0
Max |F|   2.141 eV/Å
SMILES   CC/C=C/NC.O
Multiplicity   1
ΔE to the lowest compared entry with this formula, charge and spin   163.7 kJ/mol



Entry 2:
DFT (ωB97M-V/def2-TZVPD) results for a cluster of 2 separate species, C5H13NO in total at a distorted geometry.

Geometry (Å):
C  0.2837  -1.9520  -0.9761
N  -0.5117  -2.0924  0.2499
C  -1.0449  -0.7722  0.5332
C  -2.3185  -0.4371  0.2840
C  -2.8140  0.9786  0.1770
C  -0.0730  0.1773  1.1313
H  -0.2758  -1.5431  -1.8398
H  1.1322  -1.2902  -0.8363
H  0.6242  -2.9335  -1.3361
H  -1.3175  -2.6859  0.0941
H  -2.9677  -1.2108  -0.1195
H  -2.1492  1.7905  0.4733
H  -3.1092  1.1188  -0.8694
H  -3.7241  1.0974  0.7731
H  0.4630  -0.4394  1.8728
H  -0.4504  1.0073  1.7174
H  0.5189  0.6965  0.3567
H  6.0588  3.5755  -0.7607
H  5.4282  2.2472  -0.3197
O  6.2468  2.6676  -0.6051

Cartesian forces, eV/Å:
-0.3 -0.8 -1.0
-0.3 1.3 0.1
-1.3 0.0 0.1
1.2 0.0 -0.5
-1.0 -0.3 0.3
0.8 0.1 0.3
-0.1 0.1 0.4
0.2 -0.1 0.3
0.2 0.2 0.4
0.2 -0.2 -0.2
-0.1 0.1 0.0
0.3 -0.4 -0.1
0.0 0.2 0.1
-0.1 0.1 -0.1
0.7 0.5 -0.6
-0.8 -0.1 0.0
0.4 -0.7 0.4
-0.4 1.1 -0.1
0.1 0.2 -0.1
0.3 -1.3 0.2

HOMO   -8.35 eV
LUMO energy   0.695 eV
Total charge   0
Max |F|   1.352 eV/Å
SMILES   C/C=C(\C)NC.O
Multiplicity   1
ΔE to the lowest compared entry with this formula, charge and spin   172.0 kJ/mol



Entry 3:
DFT (ωB97M-V/def2-TZVPD) results for a cluster of 2 separate species, C5H13NO in total at a distorted geometry.

Geometry (Å):
C  -0.3620  2.2300  -2.2540
C  0.3541  1.4585  -1.1732
C  -0.2064  0.4035  -0.5639
N  0.3225  -0.1304  0.6386
C  -0.6668  -0.7893  1.4979
C  -0.1848  -0.9122  2.9229
H  -0.6937  3.1778  -1.8173
H  0.2560  2.3967  -3.1440
H  -1.2707  1.7635  -2.6406
H  1.4254  1.6049  -1.1643
H  -1.0535  -0.1379  -0.9770
H  0.8107  0.6486  1.0535
H  -0.9031  -1.7357  0.9886
H  -1.6170  -0.2637  1.4154
H  -0.9757  -0.7840  3.6539
H  0.6605  -0.2470  3.1038
H  0.2381  -1.9008  3.1019
H  1.0966  -1.9146  -2.2453
H  1.5908  -2.2512  -0.7994
O  1.1789  -2.6169  -1.5975

Cartesian forces, eV/Å:
0.0 -0.1 -0.2
-0.7 -0.9 -1.6
0.8 0.0 0.6
0.1 0.1 -1.1
-0.3 0.0 -1.1
0.5 -0.8 0.0
0.2 0.1 -0.4
0.1 0.3 0.3
0.0 -0.3 0.3
0.1 0.5 1.1
-0.4 0.5 0.3
0.0 -0.3 0.7
0.3 -0.1 0.5
-0.2 0.5 0.4
0.0 0.3 0.0
-0.3 0.3 0.2
0.0 -0.1 0.0
0.1 0.3 0.2
-0.3 0.2 -0.4
0.1 -0.4 0.3

HOMO   -7.93 eV
LUMO energy   1.015 eV
Total charge   0
Max |F|   2.003 eV/Å
SMILES   C/C=C/NCC.O
Multiplicity   1
ΔE to the lowest compared entry with this formula, charge and spin   180.5 kJ/mol



Entry 4:
DFT (ωB97M-V/def2-TZVPD) results for a cluster of 2 separate species, C5H13NO in total at a distorted geometry.

Geometry (Å):
C  -0.9237  0.2284  2.0154
C  -0.6545  -0.1916  0.5593
C  -1.0436  0.8404  -0.5962
C  -0.0474  1.0088  -1.6099
C  0.4896  0.1196  -2.4496
N  -1.5610  -1.4159  0.2378
H  -0.7190  -0.4540  2.8111
H  -0.5369  1.3055  2.1211
H  -1.9616  0.3904  2.2016
H  0.3976  -0.5109  0.5529
H  -1.5242  1.8422  -0.2172
H  -2.0542  0.3216  -1.0781
H  0.5159  2.0155  -1.7202
H  1.2974  0.3777  -2.9416
H  0.1872  -1.0134  -2.2502
H  -2.4402  -1.1547  -0.0762
H  -1.4920  -1.9731  1.0664
H  3.0547  -1.1544  1.0673
H  3.2292  0.1098  0.2937
O  3.2564  -0.2781  1.1238

Cartesian forces, eV/Å:
-0.2 3.2 -1.2
-2.2 -1.2 -0.2
-4.7 -0.6 1.7
3.2 2.2 -2.2
-4.7 -3.8 4.5
4.6 0.6 0.7
1.2 -0.5 0.2
0.2 -1.7 0.5
-1.3 0.1 -0.4
-0.3 0.1 -0.7
1.4 -1.8 -0.4
2.6 1.4 0.8
-1.4 -1.2 0.5
3.7 0.9 -2.9
0.6 2.4 -1.1
-1.9 0.4 0.0
-0.9 -0.6 0.1
-0.8 -3.6 -0.5
-0.2 0.9 -2.5
1.0 2.7 2.9

HOMO   -9.15 eV
LUMO energy   0.934 eV
Total charge   0
Max |F|   7.546 eV/Å
SMILES   C=CC[C@@H](C)N.O
Multiplicity   1
ΔE to the lowest compared entry with this formula, charge and spin   333.4 kJ/mol



Entry 5:
DFT (ωB97M-V/def2-TZVPD) results for a cluster of 2 separate species, C5H13NO in total at a distorted geometry.

Geometry (Å):
C  -1.4505  1.5469  -1.1329
N  -0.0958  1.1080  -1.2929
C  0.4176  -0.1072  -0.7983
C  1.5417  -0.2362  -0.0627
C  1.7071  -1.2002  1.0819
C  -0.4876  -1.2739  -1.1581
H  -1.8908  1.2057  -0.1911
H  -2.1623  1.2074  -1.9088
H  -1.4926  2.6400  -1.1117
H  0.5705  1.8322  -1.4954
H  2.2865  0.5466  -0.1910
H  0.8201  -1.1392  1.7133
H  2.5794  -1.0334  1.6999
H  1.8516  -2.2310  0.7352
H  -0.5057  -1.5764  -2.2137
H  -0.2199  -2.1587  -0.5964
H  -1.5025  -0.9018  -1.0037
H  -0.4525  0.5680  1.8921
H  -0.7748  0.2279  3.3193
O  -0.7395  0.9752  2.7151

Cartesian forces, eV/Å:
-0.9 -0.2 0.1
1.5 0.0 -1.2
-0.7 -0.4 -0.2
-0.1 0.9 -0.3
0.2 -1.1 -0.9
-0.4 0.7 0.6
0.1 0.1 0.2
0.4 0.1 0.0
0.1 -0.2 -0.1
0.0 0.0 0.3
-0.3 0.4 0.6
0.2 -0.3 0.1
0.2 0.5 0.0
-0.3 -0.1 0.2
0.6 0.5 0.1
-0.4 -0.1 0.3
-0.3 -0.8 0.4
0.1 0.2 -0.3
-0.1 0.1 0.2
0.0 -0.2 0.0

HOMO   -7.53 eV
LUMO energy   0.847 eV
Total charge   0
Max |F|   1.911 eV/Å
SMILES   C/C=C(\C)NC.O
Multiplicity   1
ΔE to the lowest compared entry with this formula, charge and spin   210.2 kJ/mol



Entry 6:
DFT (ωB97M-V/def2-TZVPD) results for a cluster of 2 separate species, C5H13NO in total at a distorted geometry.

Geometry (Å):
C  2.3893  -0.4199  0.0004
C  1.1011  -1.2030  -0.3796
N  -0.4684  0.8796  1.2589
C  -0.5407  0.7759  -0.1355
C  -0.0332  -0.2722  -0.7992
C  -1.2960  1.8644  -0.8421
H  2.7576  0.0253  -0.9200
H  3.1719  -1.0560  0.3945
H  2.1104  0.3413  0.7209
H  1.2796  -1.8258  -1.2355
H  0.8047  -1.7882  0.4958
H  -0.7117  1.7584  1.6898
H  0.3878  0.5295  1.6529
H  -0.1692  -0.2690  -1.8758
H  -0.6555  2.7327  -0.9772
H  -2.2115  2.1059  -0.2800
H  -1.7562  1.4698  -1.7484
H  -2.1131  -2.4896  0.4439
H  -1.7969  -1.1523  1.2727
O  -2.2500  -2.0067  1.2634

Cartesian forces, eV/Å:
-0.9 -0.4 -0.8
-0.5 0.8 1.1
0.2 0.0 0.2
-0.2 -0.5 -0.1
1.2 0.5 -0.6
-1.2 -0.8 0.6
0.2 0.4 0.1
0.1 -0.2 0.2
0.4 0.2 0.0
0.2 -0.7 -0.1
0.0 -0.4 -0.2
-0.1 0.1 -0.3
0.0 -0.2 0.2
-0.3 0.2 0.0
-0.2 0.1 -0.2
0.4 0.4 0.3
0.7 0.2 -0.4
0.3 0.6 -0.1
0.1 -0.3 -0.5
-0.4 -0.2 0.6

HOMO   -8.25 eV
LUMO energy   0.889 eV
Total charge   0
Max |F|   1.581 eV/Å
SMILES   CC/C=C(/C)N.O
Multiplicity   1
ΔE to the lowest compared entry with this formula, charge and spin   106.1 kJ/mol



Look up the HOMO of the second one.
-8.35 eV



Look up the ΔE to the lowest compared entry with this formula, charge and spin of the sixth one.
106.1 kJ/mol